# 1
The following is a quantum chemistry calculation of a 2-piece molecular cluster, C4H12N2O2 overall at a distorted geometry, from OMol25.

Summary:
E_HOMO = -9.39 eV
HOMO-LUMO gap = 10.10 eV
LUMO = 0.02606 Eh
spin multiplicity = 1

Last column: natural (NBO) charge in e.
Element x y z (Å)
C -0.146 -2.026 0.714  -0.4167
N -0.438 -1.087 -0.383  -0.4280
C 0.520 -0.236 -0.845  0.5215
O 1.703 -0.394 -0.583  -0.6618
C -1.845 -0.600 -0.533  -0.2191
C -2.159 0.678 0.227  -0.2381
N -1.317 1.823 -0.073  -0.8515
H 0.369 -1.501 1.518  0.2031
H 0.556 -2.755 0.315  0.2220
H -1.095 -2.453 1.007  0.2010
H 0.153 0.473 -1.580  0.1470
H -1.943 -0.542 -1.615  0.2084
H -2.489 -1.374 -0.125  0.2047
H -3.152 0.975 -0.119  0.2016
H -2.187 0.424 1.291  0.1749
H -1.805 2.701 0.015  0.3693
H -0.541 1.958 0.565  0.3659
O 3.185 1.370 1.038  -0.9588
H 2.537 0.634 1.001  0.4839
H 3.329 1.555 0.098  0.4708

***

# 2
The following is a quantum chemistry calculation of a 9-piece molecular cluster, H18O9 overall at a distorted geometry, from OMol25.

Summary:
expectation value of S² = 0.75
E_HOMO (alpha / beta) = 0.09 / -7.76 eV
HOMO-LUMO gap (alpha / beta) = 2.44 / 10.17 eV
LUMO (alpha / beta) = 0.09299 / 0.08851 Eh
charge = -1
spin multiplicity = 2

Last column: natural (NBO) charge in e.
Element x y z (Å)
O 2.104 -2.115 2.519  -1.0491
H 2.290 -1.398 1.914  0.4556
H 2.108 -1.706 3.384  0.4134
O -0.165 -2.130 -2.860  -0.9687
H -1.005 -2.574 -2.749  0.4654
H 0.138 -1.965 -1.967  0.4958
O -0.550 -0.858 2.848  -0.9760
H 0.001 -1.153 3.572  0.4477
H -0.198 -1.306 2.079  0.4809
O 1.483 1.701 -2.677  -0.9644
H 1.775 0.818 -2.905  0.4688
H 0.536 1.619 -2.564  0.4788
O 1.648 0.724 1.244  -1.3633
H 1.558 1.085 2.126  0.4017
H 2.593 0.681 1.098  0.3533
O -1.648 1.372 -2.097  -0.9662
H -2.103 2.189 -2.304  0.4761
H -2.345 0.768 -1.840  0.4721
O -0.454 3.093 1.029  -0.9858
H 0.022 3.891 1.260  0.4508
H 0.165 2.588 0.502  0.4807
O -0.061 -0.557 -0.393  -1.0284
H 0.542 -0.221 0.270  0.5084
H -0.560 0.210 -0.674  0.4725
O -2.571 -1.971 -0.306  -0.9587
H -3.390 -1.506 -0.136  0.4531
H -1.912 -1.281 -0.374  0.4854

***

# 3
The following is a quantum chemistry calculation of C59H37N17OV as an isolated structure at a distorted geometry, from OMol25.

Summary:
expectation value of S² = 3.93
E_HOMO (alpha / beta) = -6.07 / -6.30 eV
HOMO-LUMO gap (alpha / beta) = 5.42 / 5.35 eV
LUMO (alpha / beta) = -0.02394 / -0.03506 Eh
spin multiplicity = 4

Last column: Löwdin charge in e.
Element x y z (Å)
V 1.708 0.461 0.272  1.0923
C -4.414 1.855 4.105  -0.0957
C -3.754 0.845 4.825  -0.0986
C -2.564 0.310 4.384  -0.0341
C -2.017 0.820 3.200  -0.1242
C -0.842 0.533 2.433  -0.1892
N -0.699 1.351 1.392  0.1554
C -1.827 2.153 1.369  -0.2909
N -2.156 2.980 0.381  0.1819
C -1.238 3.292 -0.488  -0.1834
C -1.162 4.080 -1.649  -0.1609
C -1.879 4.653 -2.695  -0.0235
C -1.260 5.217 -3.794  -0.0679
C 0.125 5.178 -4.201  -0.0912
C 1.135 4.371 -3.799  -0.0178
C 0.926 3.405 -2.689  -0.2807
C 1.994 2.730 -1.903  -0.2293
N 3.063 2.257 -2.402  0.2090
C 3.810 1.316 -1.844  -0.3049
N 3.534 0.582 -0.688  0.0581
C 4.675 -0.130 -0.424  -0.2696
N 4.954 -0.856 0.659  0.1878
C 4.066 -1.029 1.587  -0.3073
N 2.768 -0.640 1.607  0.0200
C 2.140 -1.446 2.713  -0.3411
N 1.047 -0.742 3.325  0.1628
C 3.288 -1.878 3.584  -0.0997
C 3.350 -2.439 4.844  -0.0220
C 4.578 -2.920 5.281  -0.0642
C 5.706 -2.859 4.468  -0.0681
C 5.650 -2.259 3.219  0.0038
C 4.430 -1.756 2.806  -0.0975
C 5.658 0.079 -1.443  -0.1192
C 6.952 -0.418 -1.618  -0.0213
C 7.661 0.013 -2.716  -0.0947
C 7.102 0.936 -3.622  -0.0886
C 5.838 1.449 -3.447  -0.0235
C 5.105 1.004 -2.342  -0.1180
N 1.234 2.175 -0.759  -0.0807
C -2.664 1.858 2.495  -0.1107
C -3.883 2.370 2.941  -0.0194
H -5.361 2.230 4.476  0.0980
H -4.191 0.488 5.751  0.0973
H -2.058 -0.478 4.924  0.1040
H -2.960 4.673 -2.630  0.1171
H -1.905 5.764 -4.473  0.0957
H 0.364 5.856 -5.015  0.1044
H 2.124 4.440 -4.232  0.1148
H 2.479 -2.489 5.484  0.1123
H 4.657 -3.360 6.267  0.1046
H 6.639 -3.277 4.824  0.1040
H 6.516 -2.178 2.576  0.1155
H 7.373 -1.115 -0.907  0.1081
H 8.666 -0.352 -2.888  0.0953
H 7.690 1.249 -4.477  0.0981
H 5.414 2.170 -4.133  0.1060
H -4.387 3.151 2.386  0.1114
C -0.252 1.957 -4.587  -0.0936
N 0.109 2.138 -3.183  0.0639
C 0.132 1.037 -2.425  -0.1029
N 0.612 0.974 -1.219  -0.0410
C 0.300 3.280 -0.414  -0.1259
N 0.255 4.117 -1.632  0.0625
C -1.732 1.759 -4.857  -0.1793
C -2.175 1.800 -6.177  -0.0312
C -3.519 1.647 -6.480  -0.0609
C -4.445 1.424 -5.475  -0.0146
C -4.005 1.354 -4.159  -0.1331
C -2.656 1.530 -3.852  0.0225
C -4.926 1.042 -3.077  -0.2889
N -6.205 1.216 -2.994  0.1169
N -6.597 0.717 -1.777  0.1177
C -5.531 0.273 -1.192  -0.2858
O -4.434 0.454 -1.963  0.1250
C -5.377 -0.429 0.072  -0.1288
C -6.332 -0.355 1.081  -0.0059
C -6.128 -1.056 2.255  -0.0554
C -4.993 -1.836 2.426  -0.0242
C -4.050 -1.932 1.414  -0.1860
C -2.823 -2.806 1.564  -0.0374
N -1.587 -2.026 1.585  -0.1146
C -1.013 -1.472 0.528  -0.0598
N 0.315 -1.063 0.940  -0.0955
C -0.069 -0.753 2.447  -0.4072
N -1.017 -1.813 2.738  0.1708
C -4.246 -1.220 0.241  0.0308
H 0.306 1.112 -5.005  0.1403
H 0.073 2.845 -5.118  0.1108
H -0.270 0.127 -2.858  0.1598
H 0.685 3.805 0.461  0.1613
H -1.458 1.958 -6.974  0.1191
H -3.844 1.691 -7.511  0.1077
H -5.496 1.285 -5.690  0.1182
H -2.356 1.501 -2.813  0.1093
H -7.214 0.253 0.929  0.1209
H -6.858 -0.996 3.051  0.1106
H -4.838 -2.376 3.352  0.1180
H -2.757 -3.519 0.741  0.1395
H -2.849 -3.341 2.509  0.1303
H -1.200 -1.816 -0.474  0.1319
H 1.318 0.207 3.553  0.1428
H -3.526 -1.280 -0.564  0.1132
N 0.925 -2.400 0.888  0.1591
C 1.588 -2.673 1.944  -0.1410
C 1.698 -4.084 2.361  -0.1565
C 1.208 -4.430 3.619  -0.0340
C 1.091 -5.766 3.968  -0.0711
C 1.445 -6.760 3.067  -0.0851
C 1.933 -6.414 1.815  -0.0774
C 2.056 -5.082 1.460  -0.0221
H 0.863 -3.658 4.293  0.1077
H 0.708 -6.035 4.944  0.1050
H 1.334 -7.802 3.336  0.1025
H 2.207 -7.187 1.108  0.1041
H 2.420 -4.794 0.481  0.1170

***

# 4
The following is a quantum chemistry calculation of C34H34F3N3O4S3 as an isolated structure at a distorted geometry, from OMol25.

Summary:
E_HOMO = -7.66 eV
HOMO-LUMO gap = 6.02 eV
LUMO = -0.06013 Eh
spin multiplicity = 1

Last column: Löwdin charge in e.
Element x y z (Å)
C -5.975 0.964 -4.416  -0.0513
C -4.769 0.340 -3.780  -0.2563
C -3.713 1.121 -3.297  0.0103
C -2.537 0.533 -2.824  -0.1865
C -1.403 1.409 -2.395  -0.0293
C -2.428 -0.866 -2.821  -0.1480
N -1.124 -1.455 -2.644  -0.0300
C -0.623 -1.941 -1.333  -0.4075
N 0.563 -2.665 -1.719  -0.0203
C 1.582 -3.046 -0.829  -0.1270
C 1.299 -3.007 0.534  -0.2085
C 0.057 -2.339 1.025  -0.2090
C 2.197 -3.530 1.460  -0.0009
C 3.410 -4.075 1.043  -0.2631
C 4.334 -4.692 2.047  -0.0463
C 3.738 -4.003 -0.318  0.0163
C 2.862 -3.464 -1.263  -0.1736
C 3.366 -3.312 -2.667  -0.0516
C 0.424 -3.020 -3.053  -0.0561
C -0.561 -2.281 -3.607  -0.0536
C -3.533 -1.671 -3.166  -0.2009
C -3.490 -3.167 -3.057  -0.0380
C -4.667 -1.053 -3.691  -0.0063
H -6.785 0.230 -4.481  0.0761
H -6.319 1.831 -3.841  0.0842
H -5.768 1.312 -5.438  0.0897
H -3.766 2.213 -3.309  0.1281
H -1.277 1.438 -1.310  0.0347
H -0.439 1.127 -2.833  0.1000
H -1.650 2.436 -2.685  0.0934
H 0.195 -1.943 2.037  0.1068
H -1.390 -2.620 -0.924  0.1276
H -0.837 -2.978 1.003  0.1227
H 1.949 -3.495 2.526  0.1346
H 5.255 -5.044 1.573  0.0813
H 4.595 -3.976 2.837  0.0763
H 3.852 -5.547 2.538  0.0886
H 4.721 -4.353 -0.644  0.1273
H 4.458 -3.204 -2.643  0.0881
H 3.156 -4.203 -3.280  0.0884
H 2.958 -2.423 -3.160  0.0886
H 1.072 -3.736 -3.552  0.1177
H -0.859 -2.247 -4.643  0.1391
H -4.516 -3.551 -3.058  0.0831
H -2.974 -3.627 -3.912  0.0854
H -3.021 -3.521 -2.131  0.0740
H -5.496 -1.679 -4.040  0.1208
F -2.636 -0.877 1.230  0.1306
C -1.530 -0.106 1.128  -0.6679
F -1.904 1.124 0.732  0.1319
F -0.982 0.026 2.368  0.1300
S -0.222 -0.819 -0.027  1.3741
N 1.453 3.555 1.729  -0.3524
S 0.542 4.346 0.654  0.5480
C -0.315 5.260 1.927  -0.2787
C -1.693 5.476 1.840  -0.0612
C -2.345 6.021 2.948  -0.0942
C -1.618 6.360 4.094  -0.0988
C -0.225 6.208 4.125  -0.0791
C 0.440 5.700 3.008  -0.0747
O 1.291 5.284 -0.144  -0.3092
O -0.432 3.492 0.019  -0.3452
S 2.721 2.716 1.187  0.5350
C 2.690 1.449 2.456  -0.2707
C 2.115 1.668 3.702  -0.0586
C 2.230 0.672 4.684  -0.0777
C 2.921 -0.510 4.395  -0.1005
C 3.463 -0.731 3.123  -0.0976
C 3.320 0.243 2.134  -0.0675
O 2.456 2.028 -0.058  -0.3485
O 3.944 3.456 1.340  -0.3030
H -2.223 5.182 0.936  0.1081
H -3.426 6.152 2.912  0.0974
H -2.144 6.751 4.966  0.0965
H 0.346 6.460 5.018  0.1003
H 1.523 5.593 2.987  0.1155
H 1.585 2.596 3.882  0.1030
H 1.793 0.833 5.671  0.1025
H 3.042 -1.274 5.165  0.0969
H 4.010 -1.645 2.892  0.0840
H 3.686 0.089 1.122  0.1121